[1]
96
Properties=species:S:1:pos:R:3:lowdin_charge:R:1 method="wB97M-V/def2-TZVPD" multiplicity=1 orbital_gap_ev=7.4 lumo_ev=-2.761 total_charge=+1
C 4.14342 -1.53318 -5.94997 -0.119
C 4.41902 -0.46127 -4.70585 -0.178
C 5.93518 -0.02942 -4.21354 -0.022
C 6.06764 1.04159 -2.93824 0.003
C 4.73653 1.66868 -2.14714 -0.034
C 4.94822 2.75117 -0.89316 -0.347
C 6.52515 3.06251 -0.56026 -0.143
C 4.27264 2.19889 0.51395 -0.104
C 3.20449 1.20466 -2.62763 -0.099
O 2.08973 1.77516 -1.86493 -0.145
C 0.80797 1.11258 -2.13308 -0.105
C -0.10428 1.31527 -0.74544 -0.232
C -0.49386 2.89411 -0.54159 -0.063
C -1.56094 3.48392 -1.65994 -0.358
C -3.07834 3.66637 -0.98365 -0.077
O -1.20265 4.81613 -2.18631 -0.097
N -1.44254 0.54935 -0.81033 0.047
C -1.53925 -0.78237 -0.03625 -0.379
C -2.08654 -1.77588 -1.26530 -0.210
O -2.16922 -3.19320 -0.85992 -0.150
C -2.16547 -3.94311 -2.15156 -0.149
C -1.31347 -5.35303 -2.24475 0.015
C -1.24437 -6.18851 -3.66727 -0.038
C -2.02078 -5.65074 -5.03470 -0.057
C -2.92427 -4.26798 -4.95795 -0.050
C -2.95838 -3.46814 -3.51200 -0.026
P -3.04068 -0.48112 1.09156 0.963
C -2.61114 -0.43506 2.94687 -0.292
C -4.51125 -1.64152 0.72583 -0.294
C -0.04777 -1.04749 0.58219 -0.192
F 0.07532 -1.74928 1.91476 -0.052
C 0.96976 -2.01562 -0.32658 -0.037
C 0.92205 -3.60595 0.18896 -0.093
O 2.05566 -4.31332 -0.07319 -0.070
C 0.59776 0.49494 0.53195 -0.104
C 0.64740 1.34163 1.96401 -0.040
C 1.74515 0.69700 3.04246 -0.142
O 1.66314 1.16025 4.31505 0.005
F 2.76105 -0.30474 2.60048 -0.015
C 3.12461 0.17955 -3.90024 0.008
H 5.15317 -2.10554 -6.21581 0.090
H 3.62911 -1.03597 -6.87545 0.083
H 3.42863 -2.37992 -5.50696 0.087
H 6.88569 -0.48307 -4.76713 0.099
H 7.18015 1.33677 -2.65691 0.090
H 4.46027 3.79828 -1.19319 0.145
H 7.09972 3.63584 -1.42430 0.094
H 6.68364 3.64046 0.46400 0.094
H 7.07298 2.02728 -0.43840 0.084
H 3.96308 1.07932 0.30233 0.073
H 5.03132 2.28339 1.42769 0.099
H 3.25732 2.78294 0.74151 0.075
H 0.24945 1.70331 -2.98610 0.155
H 0.86100 -0.04403 -2.29608 0.118
H -0.98004 3.13624 0.52034 0.134
H 0.46668 3.59554 -0.61019 0.158
H -1.73435 2.73684 -2.57333 0.135
H -3.35040 4.78197 -0.75996 0.101
H -3.91699 3.14099 -1.64679 0.098
H -3.12323 3.09554 0.06383 0.072
H -2.08935 5.17916 -2.54165 0.126
H -1.83490 0.46905 -1.79125 0.176
H -2.17685 1.11111 -0.32716 0.064
H -1.33270 -1.63351 -2.18095 0.140
H -3.12810 -1.36404 -1.67912 0.123
H -0.74654 -5.78501 -1.31050 0.097
H -0.62803 -7.19440 -3.76122 0.098
H -1.96990 -6.20830 -6.08258 0.096
H -3.50245 -3.87593 -5.92396 0.101
H -3.60709 -2.47073 -3.49655 0.086
H -2.82076 -1.53252 3.36693 0.084
H -1.49578 -0.19695 3.20688 0.039
H -3.31291 0.28742 3.55662 0.064
H -5.38968 -1.32364 1.46755 0.082
H -4.31361 -2.78002 0.90823 0.068
H -4.93210 -1.40667 -0.36163 0.066
H 2.09307 -1.69701 -0.24992 0.144
H 0.68146 -2.04774 -1.45944 0.116
H -0.03831 -4.05952 0.68485 0.138
H 1.76734 0.38065 0.32193 0.134
H -0.40814 1.52623 2.43452 0.120
H 1.08191 2.42376 1.71140 0.135
H 2.05536 -0.18456 -4.27051 0.090
C -3.57216 1.02149 8.43234 -0.177
C -2.32711 1.50508 7.73468 -0.177
C -2.30568 0.64317 6.49118 -0.217
O -3.67113 0.35030 6.16426 -0.166
C -4.49815 0.74083 7.26914 -0.203
H -3.98604 1.74188 9.14244 0.120
H -3.35766 0.09149 8.97217 0.120
H -2.44361 2.55921 7.45663 0.119
H -1.41994 1.40841 8.33651 0.120
H -1.79482 -0.30784 6.67547 0.122
H -1.82296 1.14030 5.64483 0.105
H -5.04730 1.64135 6.97325 0.118
H -5.21926 -0.05146 7.48817 0.120

=====

[2]
17
Properties=species:S:1:pos:R:3:nbo_charge:R:1 method="wB97M-V/def2-TZVPD" multiplicity=1 orbital_gap_ev=10.4 relative_energy_kcal_mol=0.0 smiles="Cl[C@@]12CC[C@@H]1C=C[C@@H]2Br" lumo_ev=0.814 total_charge=0
C 0.54004 -1.22375 0.89345 -0.162
C -0.14875 -2.02179 0.09959 -0.193
C 0.76338 1.22764 -0.14446 -0.388
C -0.55277 1.17878 -0.96519 -0.429
C 0.08717 0.20473 0.82599 -0.275
C -1.35656 -1.29882 -0.47147 -0.336
C -1.21081 0.16995 -0.00160 0.043
Cl -2.69103 0.70947 0.96987 -0.077
Br -1.65011 -1.55568 -2.34623 0.033
H 1.33709 -1.61359 1.45576 0.213
H -0.04166 -3.00506 -0.00038 0.207
H 1.51019 0.82077 -0.69753 0.210
H 0.89250 2.11284 0.36040 0.214
H -1.27338 1.98764 -1.09084 0.231
H -0.37773 0.84188 -1.91328 0.222
H 0.19504 0.52918 1.87457 0.235
H -2.19310 -1.69929 0.18224 0.253